No. 1
ORCA calculation (wB97M-V/def2-TZVPD) on a molecular structure, C65H52N12O4PSeV at a distorted geometry.

Values from the calculation:
- relative energy (zero: lowest compared OMol25 entry of this formula, charge and spin) (kcal per mole) = 26.8
- HOMO-LUMO gap (spin up / spin down) (eV) = 6.21 / 7.25
- LUMO level (spin up / spin down) (eV) = -2.76 / -2.80
- 2S+1 = 4
- total charge = +1

Geometry as XYZ:
```
136
Properties=species:S:1:pos:R:3:forces:R:3
Se -1.06562 -0.86654 -2.17382 0.6 -0.5 -1.6
V -0.58532 -0.39686 0.54302 0.2 1.3 -1.1
P 1.99162 2.15563 0.46552 -0.4 -0.6 0.2
O -7.76794 -3.56180 0.50996 0.1 0.0 0.0
O -2.58408 -0.25634 -0.14438 -0.4 0.1 0.3
O -6.62741 -4.37846 2.14796 0.0 0.1 -0.1
O -1.28931 -1.23015 2.04325 -1.2 -1.2 1.8
N -0.67423 -1.88024 -0.78996 0.1 -1.6 -0.7
N -0.26451 3.69762 0.98785 -0.1 -0.2 -0.2
N 2.73285 2.09223 -2.21796 -0.1 0.2 0.0
N -2.30960 3.74378 -4.13539 -0.2 -0.1 0.0
N -0.70971 1.53880 1.12871 -0.2 1.4 0.1
N -4.24898 2.52555 -4.28457 -0.1 -0.1 0.0
N 2.98063 0.46972 2.44154 -0.2 0.0 -0.2
N 1.89291 0.16990 -1.53956 0.0 -0.1 -0.1
N -1.45274 2.18294 -1.99924 -0.1 0.3 -0.1
N 1.24958 -0.44437 1.39839 1.8 0.4 0.7
N -6.75756 -3.64045 1.18605 -0.2 -0.3 0.1
N -2.06286 -2.05977 -2.93502 -0.3 -0.5 -0.1
C 2.42980 -2.44206 -2.69500 -0.1 0.2 0.0
C -4.66332 -1.19975 -0.67709 -0.1 0.0 0.0
C 3.67272 -2.08316 6.42090 0.0 0.0 0.0
C 2.83646 1.23353 -3.27972 -0.1 -0.2 0.0
C 2.92389 -1.65626 5.33635 0.1 0.1 0.0
C 2.46794 -3.69727 -3.27654 0.0 0.0 0.0
C 1.52825 -5.04584 2.10515 0.0 0.0 0.0
C -3.03387 6.62558 3.05083 0.0 0.1 0.0
C -4.54746 -2.73217 1.65409 -0.2 -0.1 0.0
C -1.31788 -3.05214 -0.94045 0.1 0.3 -0.4
C -2.08602 -3.14928 -2.14972 0.2 0.6 0.1
C -4.23194 1.55244 1.30121 0.0 0.1 0.1
C -5.69300 -2.03420 -0.35671 0.0 0.0 0.1
C -2.46324 4.71821 1.69213 0.1 0.1 0.1
C 2.13654 1.41715 -1.19692 0.0 0.0 0.1
C -1.28086 -4.13911 -0.04344 -0.1 -0.4 0.3
C 2.69170 2.48864 -6.81046 0.0 0.0 0.0
C 0.48795 4.93352 0.89658 0.2 0.2 -0.1
C -1.83107 2.24186 1.48379 -0.1 0.4 0.1
C 3.95871 1.45036 2.87531 0.2 0.1 0.0
C -5.42683 1.18712 1.89991 0.0 0.0 0.0
C 3.55712 -1.24514 4.16503 0.1 0.0 0.0
C -4.34005 1.13294 4.04016 0.0 -0.1 0.1
C 2.06187 0.62290 1.45095 0.1 -0.2 0.2
C -1.97228 -5.27449 -0.36230 0.3 0.3 0.3
C 4.62323 1.77649 -4.94996 0.0 0.0 0.0
C 3.22879 3.45461 -2.18700 -0.1 0.2 0.1
C 0.65229 -5.37058 3.12896 -0.1 0.0 -0.1
C 0.05092 -4.36322 3.87174 0.0 0.0 0.0
C -2.36833 -1.82554 2.23210 -0.1 -0.1 0.3
C -1.57017 3.59046 1.38719 -0.2 -0.3 0.1
C 0.21729 2.44042 0.80417 0.2 0.2 0.1
C -1.17067 3.99089 -3.50223 0.0 0.0 0.0
C -5.48385 0.98412 3.27071 0.0 -0.1 0.0
C -0.74102 3.22671 -2.43342 0.1 0.0 0.0
C 5.05729 -2.10203 6.34853 0.0 0.0 0.0
C 2.46250 -3.82421 -4.65851 -0.1 -0.1 0.0
C -2.74699 -5.36283 -1.54460 -0.3 0.1 -0.5
C -3.51424 -1.07993 0.15679 0.0 0.0 0.1
C -2.16240 5.59720 2.73191 0.0 0.0 0.0
C 4.03730 2.57668 -7.14003 0.0 0.0 0.0
C 1.23099 -2.70056 2.58694 0.1 0.0 0.0
C -4.52422 5.90387 1.31227 -0.1 0.0 0.0
C 2.76591 -0.74855 3.03000 -0.2 -0.2 0.0
C -3.14044 1.48864 3.44171 0.0 0.0 -0.1
C -3.07856 1.69485 2.06577 0.0 0.1 0.0
C -2.81865 -4.32420 -2.42720 -0.1 -0.4 0.0
C 5.69416 -1.71274 5.17990 0.1 0.0 0.0
C 1.69716 -1.31120 2.37074 0.2 0.1 0.1
C 0.34781 -3.03503 3.60953 0.0 -0.1 0.0
C 1.81600 -3.71574 1.83406 0.0 0.0 0.1
C 3.27638 1.68684 -4.61292 0.1 0.0 -0.1
C -3.65285 4.87779 0.98568 0.1 0.0 0.0
C -2.59775 1.94130 -2.60575 0.0 0.0 0.0
C 2.44723 -2.68988 -5.45400 0.0 0.0 0.0
C 4.94928 -1.28621 4.09303 -0.1 -0.1 0.0
C -3.47437 -1.88895 1.34548 0.0 0.3 -0.4
C 2.39084 -1.29367 -3.49060 -0.1 -0.1 0.0
C -3.05006 2.72851 -3.68613 0.3 0.3 0.1
C 2.41755 -1.42953 -4.87839 0.0 0.0 0.1
C -5.63666 -2.79635 0.82403 0.4 0.2 0.1
C 2.35390 0.02155 -2.83073 -0.2 0.2 0.2
C 5.00048 2.21829 -6.20944 0.0 0.0 -0.1
C 2.31169 2.05019 -5.55272 0.0 0.1 0.1
C -4.21414 6.78196 2.34024 0.0 0.0 0.0
H 1.93832 2.76246 -7.53692 0.0 0.0 0.0
H 1.26205 1.99187 -5.28827 0.0 0.0 0.0
H -3.88144 4.20360 0.17132 0.0 0.0 0.0
H -0.19997 5.77037 0.97577 0.0 0.0 0.0
H -5.45363 6.01702 0.77082 0.0 0.0 0.0
H 3.17498 -2.39630 7.32872 0.0 0.0 0.0
H 2.40972 -0.55344 -5.50993 -0.1 0.0 0.0
H -6.42163 0.71838 3.73980 0.0 0.0 0.0
H -2.25501 1.64828 4.04532 0.0 -0.1 0.0
H 1.84604 -1.62064 5.40277 0.0 0.0 0.0
H -1.25152 5.45948 3.30192 0.0 0.0 0.0
H -0.59297 4.82752 -3.87844 0.1 0.0 0.1
H 5.37762 1.50133 -4.22340 0.0 -0.1 0.0
H 6.77360 -1.74002 5.11704 0.0 0.0 0.0
H 2.51978 -3.45962 1.05129 0.0 0.0 0.0
H 3.92643 3.58312 -1.35998 0.0 0.0 0.0
H 4.33017 2.92741 -8.12024 0.0 0.0 0.0
H -3.17156 1.09827 -2.23302 -0.1 0.0 0.0
H 1.21716 4.99378 1.70545 0.0 0.0 0.0
H 2.43510 -2.32931 -1.61901 -0.1 0.0 0.0
H 5.44775 -0.99734 3.17639 0.0 0.0 0.0
H -3.40955 -4.36684 -3.33163 0.0 -0.1 0.0
H -0.10358 -2.25104 4.20358 0.0 0.0 0.0
H 0.43395 -6.40716 3.34848 0.0 0.0 0.0
H 5.63992 -2.42415 7.20062 0.0 0.0 0.0
H -3.29615 -6.27262 -1.74574 0.0 0.0 0.0
H -4.52400 -3.34479 2.54607 0.0 0.0 0.0
H -6.31993 1.07028 1.29994 0.0 0.0 0.0
H -0.71248 -4.07021 0.87353 0.1 0.0 0.0
H -6.56327 -2.13235 -0.98979 0.0 0.0 0.0
H -4.45229 3.06576 -5.10736 0.0 0.0 0.0
H 4.94204 1.24340 2.45389 0.0 0.0 0.0
H -4.75848 1.67463 -4.13229 0.0 0.0 0.0
H -4.89463 7.58348 2.59293 0.0 0.0 0.0
H 3.64293 2.43820 2.54987 0.0 0.0 0.1
H 2.49674 -4.58049 -2.65085 0.0 0.0 0.0
H -0.63753 -4.61782 4.66737 0.0 0.0 0.0
H 2.45494 -4.80596 -5.11290 0.1 0.0 0.0
H 1.01686 5.00100 -0.05352 0.0 0.0 0.0
H 2.40705 4.16308 -2.07463 0.0 0.0 0.0
H 1.99336 -5.83043 1.52292 0.0 0.0 0.0
H -4.38905 0.98810 5.11134 0.0 0.0 0.0
H -2.48220 -2.36416 3.18123 0.1 0.0 0.0
H -1.93050 -6.12925 0.30013 0.0 0.0 0.0
H 4.03048 1.42722 3.96052 0.0 0.0 0.0
H 6.04833 2.28531 -6.46922 0.0 0.0 0.0
H 0.18986 3.43120 -1.92078 0.1 0.0 0.0
H 2.44074 -2.78602 -6.53143 0.0 0.0 0.0
H -4.68594 -0.61705 -1.58867 0.0 0.0 0.0
H -2.79850 7.29908 3.86376 0.0 0.0 0.0
H -4.18415 1.73608 0.23630 0.0 0.0 0.0
H 3.74313 3.66520 -3.12056 0.0 0.0 0.0
```
Positions in Å, forces in eV/Å.

No. 2
ORCA calculation (wB97M-V/def2-TZVPD) on a molecular structure, C65H60N4P2Pd at a distorted geometry.

Values from the calculation:
- HOMO-LUMO gap (eV) = 2.51
- LUMO level (eV) = -2.34
- 2S+1 = 1
- total charge = 0

Geometry as XYZ:
```
132
Properties=species:S:1:pos:R:3:forces:R:3
Pd -0.78285 0.49419 -0.45696 0.5 -0.9 0.0
P -2.42144 0.41571 1.06490 -0.1 -0.8 -0.2
P 0.57343 2.30140 -0.37012 0.6 -0.6 -0.6
N 6.47753 -5.44738 2.24674 -1.7 0.7 -0.1
N 1.28061 -2.58881 8.14231 0.8 -0.6 -1.8
N 6.19144 -0.50170 -2.30461 0.0 -0.1 -0.1
N -5.64733 -0.83489 -4.13448 0.1 -0.1 0.2
C 3.44053 -4.16777 3.38638 0.3 -0.2 -0.5
C -3.15070 -1.23791 1.26508 -0.7 -0.3 0.4
C 6.39353 -0.07480 -3.67496 -0.2 0.0 -0.2
C -1.13445 1.73844 5.28862 -0.1 0.0 -0.1
C 2.29926 2.07470 0.11679 0.6 0.4 0.4
C 4.02995 -4.59494 2.17586 0.4 0.0 1.3
C -6.02785 -0.14593 -5.35018 -0.1 0.1 -0.1
C -0.87257 0.29593 3.36457 -0.2 0.2 0.1
C 2.45203 -1.80226 -0.89453 0.7 0.4 -0.2
C -1.76768 -1.12812 -2.51271 1.1 0.1 0.6
C 3.54115 -1.54777 -0.00868 -0.3 -0.7 -0.2
C -1.91271 0.98060 2.70453 -0.1 0.4 0.5
C -3.73810 1.84540 -0.91456 -0.1 0.0 0.2
C 1.24533 -2.39171 -0.39656 -1.1 1.7 -0.1
C 4.91898 1.85275 1.07762 -0.1 0.0 -0.1
C 4.97720 -0.92008 -1.84926 0.1 0.1 -0.1
C 1.30603 1.92145 -3.00645 -0.3 0.3 -0.3
C -1.12872 5.72307 2.19966 0.0 -0.1 -0.1
C 3.54994 -3.99926 5.83971 0.6 -0.2 -0.7
C 4.11239 -4.38817 4.63432 -0.1 0.3 1.0
C 5.36650 -5.05635 2.22059 1.5 -0.7 0.1
C -5.87648 2.93046 -0.61567 0.2 -0.1 0.0
C -2.88187 -3.57879 1.86142 0.0 0.2 -0.1
C -0.04726 -2.09549 -0.83347 -0.3 0.2 -0.5
C -4.86562 1.74414 1.23862 -0.1 0.3 -0.5
C -1.93204 5.10516 1.23617 0.2 0.0 0.0
C 3.87403 -1.05164 -2.73262 0.0 0.2 -0.1
C 2.16565 -3.51701 3.44940 -0.1 0.1 0.6
C 4.68332 2.38699 -0.19170 0.0 -0.1 0.2
C 3.84933 1.40182 1.85638 0.0 0.0 0.0
C 0.67672 2.79376 -2.09959 0.0 0.7 -0.4
C 1.73721 -2.93288 7.11833 -0.7 0.5 1.5
C -0.51505 0.64945 4.66700 -0.1 0.2 -0.1
C 2.54512 1.50023 1.37720 0.2 0.0 -0.3
C 7.32275 -0.40477 -1.41026 0.1 0.0 0.3
C -3.75864 1.43480 0.42856 -0.9 0.2 0.4
C 2.30560 -3.34902 5.87188 -0.5 0.3 0.2
C -0.45213 -1.10876 -1.82518 0.0 -1.0 -0.7
C -4.45145 -1.51765 0.81066 0.2 -0.1 0.2
C -2.37372 -2.27889 1.80273 -0.3 -0.1 -0.1
C -4.16775 -3.85041 1.38976 -0.1 0.1 -0.1
C 3.35293 -4.75178 0.86989 0.3 -0.1 -0.9
C 1.26973 2.19966 -4.37568 0.0 0.1 0.4
C -0.00866 4.21610 -3.92379 0.1 -0.2 -0.1
C -2.10783 2.47240 4.60556 0.3 -0.1 0.0
C -5.91248 2.50041 0.71532 0.0 0.0 0.0
C -6.71223 -1.64959 -3.57913 -0.1 -0.3 0.1
C -2.48916 2.10461 3.31524 0.1 -0.2 0.2
C -2.77948 -2.03905 -2.15566 -0.5 0.4 0.0
C -4.36170 -0.96691 -3.67940 0.1 0.3 0.1
C 3.37762 2.52385 -0.66341 0.0 -0.1 0.4
C 1.62795 -3.11048 4.66363 0.0 -0.1 -0.4
C 0.20566 5.33767 2.34808 -0.2 0.0 0.0
C 2.65271 -1.48981 -2.26795 -0.1 -0.4 0.5
C -1.40006 4.09268 0.43941 0.0 -0.1 0.1
C 0.03894 3.95615 -2.55242 0.3 -0.3 -0.4
C -4.95780 -2.81508 0.88394 0.2 -0.1 0.0
C -0.06445 3.68771 0.59674 0.2 0.6 0.3
C 0.58921 3.33525 -4.83023 0.0 0.1 0.0
C 0.74338 4.33219 1.54765 -0.3 0.0 -0.2
C -2.05038 -0.19812 -3.54409 -0.1 0.1 0.0
C 4.78611 -1.21058 -0.47310 0.0 0.5 0.1
C -3.30834 -0.11304 -4.12315 0.2 -0.2 0.2
C -4.05152 -1.93641 -2.68914 0.3 -0.2 0.1
C -4.79392 2.59297 -1.43451 -0.1 0.0 0.2
H -2.57338 -2.81583 -1.42397 -0.2 0.2 -0.1
H -6.63046 -2.70230 -3.90831 -0.1 0.3 0.1
H 1.61399 -3.32195 2.52983 0.1 0.0 0.2
H -3.50124 0.62895 -4.89798 0.2 -0.2 0.3
H 7.46885 -1.34321 -0.85711 0.1 0.2 -0.1
H -0.40738 4.64374 -1.83490 0.1 -0.1 -0.3
H -0.85167 2.01926 6.30455 -0.1 -0.1 -0.3
H 5.60505 -1.09309 0.24209 -0.4 0.0 -0.3
H 4.03594 0.96035 2.83788 -0.1 0.1 -0.3
H -7.67638 -1.25327 -3.92864 0.4 -0.2 0.2
H -4.76597 2.91328 -2.47741 0.0 -0.1 0.3
H -6.99409 0.34618 -5.16926 0.3 0.0 -0.1
H 4.07030 -4.19069 6.78205 -0.1 0.0 -0.3
H 3.20215 3.01119 -1.62186 0.0 -0.2 0.2
H -4.55367 -4.87097 1.40867 0.1 0.3 0.1
H -1.36440 -2.07811 2.16212 -0.3 -0.1 -0.1
H -0.51300 5.11413 -4.28113 0.1 -0.2 0.0
H 0.83372 5.82415 3.09535 -0.2 -0.1 -0.2
H 1.70252 1.14393 1.97592 0.2 0.1 -0.1
H -6.69733 3.52523 -1.01723 0.2 -0.2 0.1
H 0.24660 0.07768 5.20136 -0.2 0.2 -0.2
H 7.17003 0.41077 -0.68589 0.2 -0.2 -0.1
H 1.31474 -3.01770 0.49254 0.1 0.1 -0.3
H -1.54588 6.50565 2.83578 0.1 -0.2 -0.2
H -5.29206 0.59920 -5.64907 -0.2 -0.1 0.0
H -1.24930 0.47557 -3.86991 -0.3 -0.1 0.1
H -2.26555 -4.38204 2.26676 -0.2 0.2 -0.1
H 8.21680 -0.19458 -2.00996 -0.2 -0.1 0.4
H -4.90362 1.40211 2.27390 0.0 0.0 -0.3
H 7.45314 0.17818 -3.81192 -0.4 -0.1 0.0
H 0.65700 -2.60339 4.69178 0.3 -0.2 0.0
H 3.59207 -5.74396 0.44987 -0.3 0.2 0.0
H -5.06619 -0.71976 0.39184 0.2 -0.3 0.1
H 6.12011 -0.88109 -4.37307 0.2 0.3 0.1
H -6.70312 -1.62564 -2.47801 0.0 0.0 -0.4
H -2.87578 1.59862 -1.54772 -0.4 0.0 0.3
H 5.08965 -4.88571 4.64356 -0.5 0.2 -0.1
H -5.97085 -3.01640 0.53304 0.2 0.0 0.1
H 0.33422 -0.57649 -2.36757 -0.3 -0.1 0.2
H -2.57345 3.33315 5.08793 0.1 -0.2 -0.2
H -4.81770 -2.62022 -2.33040 0.2 0.1 -0.2
H 1.78902 4.04489 1.65624 -0.3 0.1 0.0
H 3.38274 -1.64288 1.06742 0.1 -0.3 -0.3
H 1.77559 1.53048 -5.07572 -0.2 0.2 0.2
H 3.75951 -4.02140 0.15886 -0.3 -0.1 -0.2
H -0.33595 -0.51456 2.86461 -0.2 0.3 0.2
H -2.97144 5.41555 1.10516 0.3 -0.1 0.0
H 5.94053 1.78290 1.45977 -0.3 0.0 -0.1
H 5.79334 0.81839 -3.91842 0.1 -0.2 0.0
H 3.99010 -0.81235 -3.79048 0.0 -0.1 0.3
H -3.24593 2.68898 2.79486 0.3 -0.1 0.2
H 2.26803 -4.64513 0.90077 0.1 -0.2 0.2
H 1.80593 1.02253 -2.63567 -0.1 0.3 -0.1
H 5.52122 2.71689 -0.80965 -0.2 0.0 0.2
H 1.83225 -1.66358 -2.96604 0.4 -0.1 0.1
H -6.76125 2.75484 1.35176 0.2 -0.1 -0.2
H -2.03116 3.60037 -0.30669 0.2 0.2 0.3
H -0.85600 -2.67868 -0.38329 0.3 0.3 -0.1
H -6.17619 -0.85398 -6.18340 0.1 0.2 0.2
H 0.52989 3.53379 -5.90265 0.1 0.0 0.3
```
Positions in Å, forces in eV/Å.